<w>
A 2-piece molecular cluster, C8H8NO4S overall. Source: the OMol25 dataset; level of theory: wB97M-V/def2-TZVPD.

Geometry (Å):
1 C 2.7198 0.9929 0.0960
2 C 1.8407 0.6407 1.0946
3 C 2.3386 0.7727 -1.1903
4 C 0.6913 -0.0371 0.9419
5 C 1.1951 -0.0159 -1.3947
6 C 0.3608 -0.5117 -0.3366
7 C -1.6163 -1.7747 0.6401
8 C -0.8036 -1.2869 -0.5108
9 N -3.6374 0.9590 0.6661
10 O -2.5623 -2.6517 0.2432
11 O -1.5831 -1.3950 1.7827
12 O -3.5811 1.3398 -1.8452
13 O -1.1038 -1.8414 -1.6242
14 S -2.7089 1.6225 -0.6968
15 H 3.6677 1.4258 0.4094
16 H 2.1260 1.0882 2.1155
17 H 2.7897 1.1761 -2.0880
18 H 0.0615 -0.3753 1.8872
19 H 0.9696 -0.1174 -2.4934
20 H -4.0967 0.1752 0.2723
21 H -2.9471 0.5724 1.2856
22 H -2.3658 -2.6242 -0.7908

The calculation puts the HOMO energy (spin up / spin down) at -2.41 / -5.02 eV. Its net charge is -1.

***

<x>
A 2-piece molecular cluster, C8H8NO4S overall. Source: the OMol25 dataset; level of theory: wB97M-V/def2-TZVPD.

Geometry (Å):
1 C 3.2706 0.7983 -0.1081
2 C 2.0893 1.4662 0.1141
3 C 3.2292 -0.5628 -0.3690
4 C 0.8689 0.8247 0.0855
5 C 1.9557 -1.1643 -0.5417
6 C 0.7508 -0.5615 -0.2640
7 C -1.6746 -1.0097 0.7427
8 C -0.4986 -1.4076 -0.2015
9 N -2.4030 1.8268 0.3877
10 O -2.7275 -1.9009 0.6131
11 O -1.6220 -0.2715 1.7655
12 O -4.0902 0.5732 -1.1036
13 O -0.6507 -2.4594 -0.9127
14 S -2.6288 0.8151 -0.9386
15 H 4.1188 1.4007 0.0857
16 H 2.1995 2.5187 0.3103
17 H 3.9686 -1.1373 -0.7100
18 H -0.0655 1.2777 0.3649
19 H 2.0885 -2.2640 -0.6634
20 H -3.2446 2.4206 0.4663
21 H -2.1692 1.0535 1.1569
22 H -2.7651 -2.2362 -0.2802

The calculation puts the HOMO energy (spin up / spin down) at -2.66 / -3.46 eV. Its net charge is -1.

***

The most stable of them is <w>.

***

<w>
C3H5P as an isolated structure. Source: the OMol25 dataset; level of theory: wB97M-V/def2-TZVPD.

Geometry (Å):
1 C 0.8723 1.0334 0.1073
2 C -0.4983 0.4677 -0.1094
3 C 0.1799 -0.9042 -0.4816
4 P 1.8229 -0.3345 -0.1846
5 H 0.9808 2.0469 0.3891
6 H -1.1696 0.2534 0.6915
7 H -1.1781 0.8856 -0.8189
8 H -0.7217 -1.7755 1.4654
9 H -0.2884 -1.6728 -1.0589

The calculation puts the HOMO energy (spin up / spin down) at -9.47 / -8.28 eV.

***

<x>
A 2-piece molecular cluster, C3H5P overall. Source: the OMol25 dataset; level of theory: wB97M-V/def2-TZVPD.

Geometry (Å):
1 C 2.2530 0.3300 -0.1248
2 C 1.3788 1.1388 0.0112
3 H 3.1309 -0.2422 0.1642
4 H 0.4570 1.4233 -0.3681
5 C -1.1047 -0.8171 -0.0383
6 P -1.8509 0.2494 1.0695
7 H -1.4912 -1.4255 -0.8754
8 H -0.0317 -1.1228 0.0480
9 H -2.7412 0.4660 0.1137

The calculation puts the HOMO energy at -9.34 eV.

***

The most stable of them is <x>.

***

<w>
C5H11IN3 as an isolated structure. Source: the OMol25 dataset; level of theory: wB97M-V/def2-TZVPD.

Geometry (Å):
1 C -0.8122 0.3992 -0.0423
2 C 0.5030 0.2836 0.5996
3 C 0.5021 -0.3537 1.9861
4 C 2.1549 0.2908 -1.2132
5 C -2.3674 -0.5355 -1.6512
6 N 1.2570 -0.5027 -0.3830
7 N 0.6403 -1.4404 -0.9427
8 N -1.0272 -0.3736 -0.9922
9 I 0.2499 -3.1161 -0.1004
10 H -1.5661 1.0180 0.2942
11 H 1.0368 1.2924 0.7874
12 H 0.4125 0.4135 2.7363
13 H 1.5167 -0.9740 2.0263
14 H -0.2502 -1.0575 2.0956
15 H 2.4543 -0.4242 -2.0173
16 H 1.5381 0.9949 -1.6790
17 H 2.9575 0.5799 -0.5836
18 H -3.1033 0.3379 -1.4742
19 H -2.7704 -1.3903 -1.1885
20 H -2.1223 -0.7964 -2.6752

The calculation puts the HOMO energy at -13.21 eV. Its net charge is +1.

***

<x>
An isolated ion of composition C5H11IN3 and charge +1. Source: the OMol25 dataset; level of theory: wB97M-V/def2-TZVPD.

Geometry (Å):
1 C 2.0467 -1.0091 -1.5591
2 N 0.7669 -0.8518 -0.8332
3 C -0.6677 -0.3353 -1.2105
4 N -1.6056 -0.8466 -0.3896
5 C -1.4940 -0.3807 0.9741
6 N -0.1792 0.3181 0.9827
7 C -0.0352 1.6706 1.9761
8 I -0.8373 3.4545 1.0903
9 C 0.2160 0.4622 -0.3920
10 H 2.2807 -2.1131 -1.6793
11 H 1.9974 -0.6253 -2.5917
12 H 3.0179 -0.6786 -1.0110
13 H 0.6437 -1.4027 -0.0013
14 H -0.9548 -0.1735 -2.2548
15 H -2.3834 -1.4396 -0.6158
16 H -1.5845 -1.1475 1.7723
17 H -2.4385 0.3919 1.2969
18 H 1.0880 1.7653 2.1108
19 H -0.5730 1.4842 2.9125
20 H 0.6961 1.4568 -0.5774

The calculation puts the HOMO energy at -12.87 eV. Its net charge is +1.

***

The most stable of them is <x>.

***

<w>
One molecule with the formula C7H7FN2. Source: the OMol25 dataset; level of theory: wB97M-V/def2-TZVPD.

Geometry (Å):
1 H -4.1478 1.5332 0.0304
2 N -3.6384 0.7374 -0.0808
3 C -2.4080 0.8175 0.2680
4 N -1.5620 -0.3607 0.1574
5 F -2.2476 -1.4089 -0.4397
6 C -0.1944 -0.3310 0.0315
7 C 0.4583 0.8316 -0.3389
8 C 1.8099 0.9292 -0.4137
9 C 2.5543 -0.2084 -0.1425
10 C 1.9622 -1.4724 0.1512
11 C 0.5454 -1.5141 0.2304
12 H -1.7786 1.5818 0.6685
13 H 0.0136 1.7887 -0.4779
14 H 2.2020 2.0089 -0.5585
15 H 3.7284 -0.0495 -0.0127
16 H 2.4315 -2.3800 0.3043
17 H 0.2710 -2.5034 0.6229

The calculation puts the HOMO energy at -8.52 eV.

***

<x>
C7H7FN2 as an isolated structure. Source: the OMol25 dataset; level of theory: wB97M-V/def2-TZVPD.

Geometry (Å):
1 C 2.3530 0.5240 0.2515
2 C 1.6023 -0.6378 0.2464
3 C 1.7172 1.7526 0.1519
4 C 0.2247 -0.5907 0.1248
5 C 0.3466 1.8161 0.0335
6 C -0.4153 0.6399 -0.0007
7 C -2.9994 -0.6465 -0.2285
8 N -3.9442 -0.3731 0.4818
9 N -1.7449 0.7743 -0.3250
10 F -2.3756 1.8251 0.3382
11 H 3.4279 0.4769 0.3321
12 H 2.0925 -1.5950 0.3440
13 H 2.2949 2.6622 0.1536
14 H -0.3543 -1.5007 0.1321
15 H -0.1557 2.7681 -0.0584
16 H -2.6189 -1.3783 -0.9159
17 H -4.7586 -0.9697 0.5629

The calculation puts the HOMO energy at -7.91 eV.

***

The most stable of them is <w>.

***

<w>
One molecule with the formula C18H23NO4. Source: the OMol25 dataset; level of theory: wB97M-V/def2-TZVPD.

Geometry (Å):
1 C 4.5295 -3.0987 -0.2290
2 O 3.4913 -2.3355 -0.7941
3 C 2.6623 -1.6346 0.0147
4 C 1.6648 -0.8860 -0.6190
5 C 0.7620 -0.1307 0.1313
6 N 0.7750 -0.0700 1.4564
7 C 1.7206 -0.7705 2.0452
8 O 1.8619 -0.8039 3.3810
9 C 2.9110 -1.6185 3.6326
10 C 3.4606 -2.1214 2.5037
11 C 2.6979 -1.5824 1.4166
12 C -0.3614 0.5768 -0.6047
13 C -1.1055 1.5272 0.3552
14 C -2.3553 2.0922 -0.2449
15 C -3.5592 2.1611 0.3103
16 C -4.7153 2.7655 -0.4350
17 C -3.9156 1.6917 1.6908
18 O -1.2242 -0.4253 -1.1607
19 C -1.9605 -1.1921 -0.2392
20 C 0.1827 1.3458 -1.8505
21 O -0.8231 1.4832 -2.8218
22 C 1.4400 0.6914 -2.4607
23 C 1.5611 -0.7902 -2.1097
24 H 5.0529 -3.5488 -1.0717
25 H 5.2250 -2.4704 0.3344
26 H 4.1366 -3.8898 0.4157
27 H 3.1696 -1.7618 4.6636
28 H 4.2983 -2.7863 2.4695
29 H -1.3024 0.9902 1.2805
30 H -0.4138 2.3380 0.5993
31 H -2.2288 2.4801 -1.2464
32 H -5.1145 3.6185 0.1137
33 H -5.5195 2.0372 -0.5412
34 H -4.4144 3.0974 -1.4248
35 H -4.2285 2.5419 2.2972
36 H -4.7543 0.9962 1.6448
37 H -3.0861 1.2051 2.1940
38 H -2.3485 -2.0399 -0.8038
39 H -1.3298 -1.5590 0.5759
40 H -2.7956 -0.6218 0.1758
41 H 0.4351 2.3666 -1.5433
42 H -1.3161 0.6508 -2.8269
43 H 2.3296 1.2099 -2.0982
44 H 1.3857 0.8248 -3.5419
45 H 0.6763 -1.3265 -2.4576
46 H 2.4425 -1.2271 -2.5773

The calculation puts the HOMO energy at -8.57 eV.

***

<x>
One molecule with the formula C18H23NO4. Source: the OMol25 dataset; level of theory: wB97M-V/def2-TZVPD.

Geometry (Å):
1 C 1.6642 4.0889 3.3030
2 C 0.1320 4.0241 2.7812
3 O -0.1051 4.6640 1.7158
4 O -0.8968 3.3245 3.5068
5 C -1.1398 2.0454 2.7893
6 C -2.7103 1.7360 2.8612
7 C -3.4050 1.4094 1.4502
8 C -2.4847 0.6012 0.4096
9 C -3.2771 -0.5817 -0.3551
10 C -2.5238 -1.1567 -1.6541
11 C -0.9301 -0.9844 -1.6639
12 C -0.1758 -1.8259 -0.4830
13 C 1.2382 -2.3921 -1.0389
14 C 1.7868 -3.8340 -0.7183
15 C 3.1275 -4.4044 -1.2699
16 C 3.9767 -3.5206 -2.2083
17 C 3.4386 -2.0940 -2.5191
18 C 2.1524 -1.4662 -1.9021
19 C 2.0995 0.0601 -2.2736
20 O 1.6446 0.9425 -1.5272
21 N 3.2378 0.2681 -3.1831
22 C 3.9388 -1.0042 -3.5327
23 O 4.4436 -1.2385 -4.6460
24 H 2.3906 4.0918 2.4158
25 H 1.9299 3.1972 3.9787
26 H 1.8542 5.0781 3.8635
27 H -0.5680 1.2536 3.4042
28 H -0.7251 2.1961 1.7388
29 H -3.2112 2.7038 3.2527
30 H -2.9933 0.9212 3.6136
31 H -4.3052 0.7182 1.6862
32 H -3.8505 2.3258 0.9328
33 H -1.5278 0.1717 0.8506
34 H -2.1942 1.3563 -0.4197
35 H -3.4736 -1.4250 0.4175
36 H -4.3073 -0.1389 -0.6372
37 H -3.0177 -0.6812 -2.5580
38 H -2.7921 -2.2828 -1.7057
39 H -0.5958 -1.3777 -2.7045
40 H -0.6175 0.1210 -1.6581
41 H 0.0426 -1.1927 0.4553
42 H -0.8817 -2.6788 -0.2582
43 H 1.1179 -4.5018 -0.0760
44 H 3.5331 -5.4460 -1.0345
45 H 4.9603 -3.8361 -2.7149
46 H 4.0000 0.7646 -2.6850

The calculation puts the HOMO energy at -9.37 eV.

***

The most stable of them is <w>.

***

<w>
One molecule with the formula C3H6N2O2S. Source: the OMol25 dataset; level of theory: wB97M-V/def2-TZVPD.

Geometry (Å):
1 C 1.2002 -0.1477 0.1842
2 C 1.1639 1.1085 1.0282
3 C -0.3369 1.2410 0.7264
4 N -0.3148 -0.0974 0.0589
5 N -0.8075 -2.0498 -1.3577
6 O 1.9118 -0.9382 -0.3617
7 O -2.4967 -0.1966 -0.9602
8 S -1.6064 -1.0991 -0.2990
9 H 1.3259 0.8086 2.1156
10 H 1.9004 1.9283 0.9383
11 H -0.8905 1.6030 1.5913
12 H -0.5162 1.8953 -0.2158
13 H -0.6803 -1.7744 -2.2988
14 H 0.1470 -2.2815 -1.1496

The calculation puts the HOMO energy at -9.30 eV.

***

<x>
One molecule with the formula C3H6N2O2S. Source: the OMol25 dataset; level of theory: wB97M-V/def2-TZVPD.

Geometry (Å):
1 O -1.1382 1.6055 0.8140
2 C -0.4341 0.7691 0.4332
3 C -0.6168 -0.8805 0.3364
4 S -2.2381 -0.6733 -0.5414
5 N 0.6953 1.2508 -0.3277
6 C 1.9073 0.5940 -0.7218
7 N 2.6132 -0.3630 -0.2381
8 O 1.7830 -1.2103 0.6802
9 H -0.4536 -1.1777 1.4451
10 H 0.0183 -1.4020 -0.5379
11 H -3.0293 -0.3207 0.7815
12 H 0.6507 2.2739 -0.4826
13 H 2.4228 0.9052 -1.5859
14 H 2.7429 -1.7785 0.7631

The calculation puts the HOMO energy at -8.92 eV.

***

<y>
One molecule with the formula C3H6N2O2S. Source: the OMol25 dataset; level of theory: wB97M-V/def2-TZVPD.

Geometry (Å):
1 C -1.3348 -1.9378 -0.2858
2 O -1.2314 -0.9879 -1.4263
3 C -0.2042 -0.0243 -1.1017
4 N 0.3341 0.1753 0.0556
5 C -0.1349 0.2811 1.3387
6 S 0.6214 0.2287 2.8301
7 N 0.1533 0.7761 -2.1947
8 O 1.2257 1.5346 -1.9523
9 H -1.7602 -1.5277 0.7798
10 H -0.2790 -2.1485 -0.0249
11 H -1.9221 -2.8550 -0.7073
12 H -1.2608 0.6005 1.3917
13 H -0.0507 0.3099 -3.1795
14 H 2.0082 1.0131 -1.2472

The calculation puts the HOMO energy at -8.44 eV.

***

The most stable of them is <w>.